Run w
C5H8S | the ωB97M-V functional and the def2-TZVPD basis

Computed properties:
- E_LUMO (alpha / beta): 0.269 / 0.039 eV
- Gap between HOMO and LUMO (alpha / beta): 8.11 / 7.49 eV
- Spin multiplicity: 1

Geometry (Å):
C1 -0.1062 0.7107 -0.8867
C2 -0.4265 -0.3002 0.2870
C3 0.2945 2.1283 -0.3123
C4 0.5317 0.1083 1.4737
C5 -0.2609 -1.7169 -0.0270
S1 0.8722 1.8306 1.2443
H1 0.6681 0.3365 -1.5527
H2 -0.9976 0.9507 -1.4859
H3 -1.3559 0.0282 0.6768
H4 -0.2057 2.9465 -0.7298
H5 1.2870 -0.6506 1.7690
H6 -0.9349 -2.1628 -0.9262
H7 -0.2762 -2.3388 0.7876
H8 0.9103 -1.8706 -0.3177

Run x
C5H8S | the ωB97M-V functional and the def2-TZVPD basis

Computed properties:
- E_LUMO: 0.992 eV
- Gap between HOMO and LUMO: 9.95 eV
- Spin multiplicity: 1

Geometry (Å):
C1 0.1047 -1.8081 -0.1178
C2 0.3775 -0.2223 -0.0911
S1 1.9796 0.3157 -0.8604
C3 -0.8709 0.5155 -0.1870
C4 -0.5437 1.8423 0.3780
C5 -0.1052 0.5352 1.0543
H1 0.7448 -2.2544 0.6528
H2 0.4262 -1.9969 -1.1118
H3 -0.9412 -1.8922 0.0513
H4 1.7585 -0.0787 -2.0997
H5 -1.7709 -0.0828 -0.3806
H6 0.1698 2.4439 -0.1738
H7 -1.1986 2.5684 0.8789
H8 -0.1305 0.1143 2.0070

Question: which arrangement is favored energetically? Ranking from most to least stable: run x, run w.